Here is C23H28Cl58NO6S3 as an isolated structure from the Open Molecules 2025 dataset. Energies are from ωB97M-V with the def2-TZVPD basis set.

The geometry in ORCA input format:
```
! RIJCOSX wB97M-V def2-TZVPD def2/J DEFGRID3
* xyz -1 1
O 1.47 4.34 -1.14
S 0.46 3.32 -0.95
O -0.70 3.84 -0.28
N 1.12 2.08 -0.17
S 0.28 0.74 -0.39
O -0.36 0.28 0.82
O -0.62 0.78 -1.53
C 1.52 -0.49 -0.70
C 2.65 -0.39 0.31
C 4.05 -0.17 -0.28
C 4.65 1.20 0.04
S 4.96 2.28 -1.34
O 6.33 2.19 -1.74
O 4.55 3.60 -0.98
Cl 3.82 1.65 -2.88
H 0.14 2.96 -2.19
H 1.02 -1.44 -0.56
H 1.86 -0.42 -1.72
H 2.67 -1.32 0.85
H 2.45 0.40 1.02
H 4.07 -0.37 -1.33
H 4.70 -0.90 0.17
H 5.62 1.06 0.50
H 4.05 1.76 0.72
C -3.46 -0.14 -2.04
Cl -4.91 -0.16 -1.03
Cl -3.09 -1.77 -2.63
Cl -3.67 0.98 -3.39
H -2.62 0.19 -1.44
C -1.68 -8.08 5.65
Cl -0.16 -8.44 6.47
Cl -2.22 -6.44 6.04
Cl -1.54 -8.29 3.90
H -2.41 -8.77 6.01
C 0.36 2.03 -5.32
Cl -1.02 1.38 -4.45
Cl 1.18 3.15 -4.24
Cl 1.46 0.73 -5.84
H 0.04 2.56 -6.19
C 7.45 8.35 -2.01
Cl 7.09 9.28 -3.47
Cl 9.19 8.27 -1.74
Cl 6.63 9.05 -0.62
H 7.08 7.34 -2.15
C -2.94 5.34 -5.21
Cl -2.28 4.04 -6.21
Cl -3.89 4.66 -3.88
Cl -1.68 6.40 -4.60
H -3.60 5.93 -5.82
C -4.60 -6.42 1.14
Cl -3.98 -7.75 0.16
Cl -6.24 -6.76 1.70
Cl -3.57 -6.16 2.55
H -4.61 -5.52 0.53
C 1.25 7.90 -7.76
Cl 1.37 6.54 -6.66
Cl 0.56 7.40 -9.31
Cl 0.29 9.20 -7.05
H 2.24 8.28 -7.94
C 5.59 10.44 2.68
Cl 5.57 12.21 2.60
Cl 6.54 9.90 4.06
Cl 3.96 9.80 2.75
H 6.06 10.07 1.78
C -3.18 9.73 -3.36
Cl -4.45 8.65 -3.95
Cl -1.69 9.51 -4.27
Cl -3.72 11.41 -3.43
H -2.99 9.48 -2.33
C 1.56 -6.89 9.87
Cl 3.20 -6.31 9.62
Cl 0.39 -5.87 9.04
Cl 1.41 -8.58 9.36
H 1.35 -6.85 10.93
C 5.18 12.18 -6.44
Cl 6.10 10.90 -5.65
Cl 3.85 11.52 -7.39
Cl 4.59 13.33 -5.25
H 5.84 12.71 -7.12
C 0.96 -4.58 13.95
Cl 0.52 -4.67 12.25
Cl -0.45 -4.85 14.97
Cl 2.24 -5.73 14.33
H 1.33 -3.58 14.14
C 1.62 -8.86 1.64
Cl 2.30 -7.42 2.40
Cl 1.30 -10.10 2.85
Cl 0.15 -8.46 0.75
H 2.35 -9.24 0.94
C 10.41 10.81 3.41
Cl 10.57 9.51 4.61
Cl 9.67 10.20 1.94
Cl 9.49 12.15 4.08
H 11.40 11.16 3.17
C -9.04 -4.24 -0.89
Cl -7.46 -3.62 -1.43
Cl -10.26 -4.28 -2.16
Cl -8.92 -5.86 -0.21
H -9.41 -3.58 -0.12
C -3.87 -11.63 7.74
Cl -3.35 -11.24 6.10
Cl -2.92 -10.74 8.92
Cl -5.60 -11.31 7.94
H -3.71 -12.69 7.89
C -6.69 -2.46 -5.58
Cl -6.06 -3.81 -6.55
Cl -7.98 -3.02 -4.53
Cl -5.39 -1.65 -4.73
H -7.13 -1.74 -6.26
C -1.41 -13.30 2.79
Cl 0.13 -13.64 3.59
Cl -1.98 -11.69 3.20
Cl -1.25 -13.48 1.05
H -2.13 -14.02 3.14
C -9.36 -5.39 -7.63
Cl -9.90 -6.80 -6.72
Cl -9.63 -5.63 -9.36
Cl -10.16 -3.93 -7.07
H -8.30 -5.27 -7.47
*
```

Computed properties:
Kohn-Sham gap   7.410 eV
E_LUMO   1.23 eV
Energy relative to the best compared isomer or geometry (same formula, charge and spin)   0.00 kcal/mol
E   -796885.5380 eV